[1]
C39H44AsN5O4S2Ta | ωB97M-V/def2-TZVPD

Output
Frontier orbital gap ... 6.010 eV
Net charge ... +3
Lowest unoccupied orbital energy ... -9.200 eV
ΔE to the lowest compared entry with this formula, charge and spin ... 55.7 kJ/mol

Atoms and positions in Å:
Ta -0.125 1.373 0.791
C 1.635 -0.770 2.342
C 0.228 -1.337 2.312
N -0.774 -0.216 2.264
C -1.057 0.364 3.608
C -0.016 1.388 3.945
C 0.304 1.745 5.237
C 1.199 2.789 5.437
C 1.721 3.455 4.341
C 1.354 3.046 3.073
C 1.761 3.777 1.830
N 1.600 2.890 0.648
C 2.879 2.153 0.353
C 3.017 1.015 1.338
N 1.784 0.197 1.229
N 0.531 2.005 2.881
H 2.366 -1.573 2.239
H 1.839 -0.259 3.282
H 0.024 -1.968 3.176
H 0.086 -1.928 1.409
H -1.654 -0.614 1.933
H -1.118 -0.427 4.355
H -2.029 0.862 3.559
H -0.141 1.222 6.072
H 1.474 3.087 6.440
H 2.400 4.288 4.467
H 2.785 4.143 1.897
H 1.108 4.643 1.711
H 1.397 3.480 -0.158
H 3.718 2.845 0.408
H 2.823 1.763 -0.661
H 3.127 1.368 2.363
H 3.883 0.401 1.092
H 1.961 -0.380 0.387
S -1.381 3.331 1.360
C -3.155 3.367 1.202
C -3.836 4.419 1.794
C -5.225 4.408 1.767
C -5.913 3.362 1.169
C -5.221 2.321 0.562
C -3.834 2.332 0.572
As -2.662 1.134 -0.344
C -2.548 1.827 -2.145
C -2.383 3.196 -2.335
C -2.302 3.704 -3.622
C -2.383 2.850 -4.715
C -2.554 1.486 -4.523
C -2.638 0.969 -3.236
C -3.555 -0.566 -0.546
C -3.078 -1.749 0.011
C -3.816 -2.919 -0.103
C -5.030 -2.912 -0.775
C -5.501 -1.737 -1.348
C -4.768 -0.566 -1.234
H -3.300 5.226 2.278
H -5.772 5.220 2.227
H -6.995 3.357 1.171
H -5.765 1.514 0.091
H -2.341 3.874 -1.490
H -2.190 4.770 -3.774
H -2.327 3.251 -5.718
H -2.641 0.824 -5.375
H -2.806 -0.092 -3.093
H -2.104 -1.796 0.486
H -3.442 -3.838 0.329
H -5.604 -3.825 -0.863
H -6.438 -1.732 -1.888
H -5.134 0.337 -1.708
C 6.454 -6.924 -1.205
C 5.557 -5.733 -1.357
C 4.181 -5.891 -1.517
C 3.349 -4.800 -1.703
C 3.906 -3.530 -1.713
C 5.276 -3.338 -1.555
C 6.088 -4.440 -1.380
S 2.945 -2.093 -1.942
O 3.298 -1.383 -3.130
O 2.984 -1.299 -0.703
N 1.394 -2.623 -2.127
C 0.520 -1.844 -3.007
C 0.532 -0.327 -2.810
C 0.259 0.192 -1.452
O 0.497 1.431 -1.172
O -0.217 -0.456 -0.468
H 5.925 -7.770 -0.771
H 7.317 -6.694 -0.583
H 6.828 -7.233 -2.184
H 3.756 -6.887 -1.514
H 2.292 -4.949 -1.875
H 5.703 -2.343 -1.590
H 7.156 -4.301 -1.269
H 0.976 -2.906 -1.251
H -0.485 -2.245 -2.884
H 0.821 -2.030 -4.037
H -0.237 0.124 -3.450
H 1.473 0.116 -3.139

---

[2]
C39H44AsPt | ωB97M-V/def2-TZVPD

Output
Frontier orbital gap (spin up / spin down) ... 6.779 / 5.843 eV
Net charge ... +1
Lowest unoccupied orbital energy (spin up / spin down) ... -2.257 / -5.105 eV
2S+1 ... 5
ΔE to the lowest compared entry with this formula, charge and spin ... 212.4 kJ/mol

Atoms and positions in Å:
C -0.232 1.864 -1.394
C 0.859 1.531 -2.304
C 2.043 2.108 -1.820
C 1.775 2.863 -0.660
C 0.374 2.709 -0.313
Pt 0.179 0.689 0.373
C 2.891 -0.111 2.473
C 1.450 -0.133 2.243
H 0.907 -1.065 2.485
C 0.758 1.119 2.367
H 1.361 1.993 2.438
H -0.111 1.158 2.955
C 3.599 -1.465 2.562
H 3.097 -2.411 2.321
H 4.598 -1.585 2.132
H 3.751 -1.510 3.628
C 3.651 0.931 1.658
H 3.216 1.424 0.773
H 3.721 1.729 2.384
H 4.683 0.722 1.354
C 0.693 0.845 -3.602
H -0.230 0.258 -3.621
H 0.655 1.560 -4.438
H 1.522 0.156 -3.792
C 3.362 2.037 -2.509
H 3.491 1.063 -2.993
H 3.459 2.814 -3.282
H 4.186 2.166 -1.796
C 2.665 3.857 -0.018
H 3.723 3.595 -0.155
H 2.522 4.863 -0.447
H 2.460 3.927 1.060
C -0.414 3.683 0.491
H 0.153 3.995 1.378
H -0.644 4.581 -0.100
H -1.353 3.230 0.827
C -1.635 2.048 -1.854
H -2.298 2.304 -1.022
H -1.684 2.859 -2.599
H -2.008 1.130 -2.323
C 2.016 -1.804 -1.766
C 2.924 -1.279 -0.769
C 2.420 -2.239 -2.936
C 4.356 -1.188 -1.091
H 2.865 -0.981 0.272
C 3.812 -2.055 -3.304
H 1.609 -2.689 -3.505
C 4.673 -1.540 -2.369
H 5.060 -0.855 -0.399
H 4.111 -2.349 -4.324
H 5.694 -1.377 -2.685
C -2.592 -5.253 1.986
C -1.508 -4.979 1.141
C -1.161 -3.654 0.848
C -1.931 -2.613 1.382
C -3.023 -2.880 2.221
C -3.334 -4.207 2.542
As -1.623 -0.780 0.673
C -2.676 -0.965 -0.981
C -1.988 -1.401 -2.123
C -2.684 -1.541 -3.329
C -4.052 -1.249 -3.381
C -4.735 -0.853 -2.228
C -4.056 -0.734 -1.011
C -2.670 0.245 1.986
C -3.513 1.299 1.611
C -3.990 2.171 2.599
C -3.620 1.999 3.935
C -2.776 0.948 4.304
C -2.308 0.061 3.330
H -2.860 -6.287 2.211
H -0.935 -5.800 0.707
H -0.312 -3.422 0.199
H -3.629 -2.066 2.619
H -4.163 -4.416 3.220
H -0.920 -1.635 -2.065
H -2.154 -1.883 -4.220
H -4.587 -1.344 -4.327
H -5.805 -0.641 -2.268
H -4.589 -0.464 -0.099
H -3.800 1.431 0.567
H -4.650 2.991 2.312
H -3.984 2.689 4.698
H -2.471 0.811 5.343
H -1.638 -0.756 3.608

---

[3]
C39H44N6NiO2SSb2Se | ωB97M-V/def2-TZVPD

Output
Frontier orbital gap (spin up / spin down) ... 7.674 / 5.991 eV
Lowest unoccupied orbital energy (spin up / spin down) ... -0.028 / -1.066 eV
2S+1 ... 3
ΔE to the lowest compared entry with this formula, charge and spin ... 0.0 kJ/mol

Atoms and positions in Å:
Ni 0.772 0.780 -1.042
C 2.286 -2.614 0.215
C 1.325 -2.861 -0.952
C 0.724 -1.603 -1.582
Sb -1.152 -1.008 -0.612
C -1.852 0.228 -2.231
C -3.211 0.369 -2.506
C -3.647 1.315 -3.426
C -2.734 2.152 -4.056
C -1.378 2.034 -3.785
C -0.946 1.066 -2.889
C -2.161 -2.768 -1.365
C -2.101 -3.141 -2.707
C -2.735 -4.292 -3.153
C -3.451 -5.083 -2.260
C -3.535 -4.716 -0.926
C -2.891 -3.564 -0.483
Sb 1.886 -2.182 2.309
C 1.252 -4.156 2.891
C 1.301 -4.476 4.248
C 0.742 -5.656 4.723
C 0.129 -6.537 3.843
C 0.095 -6.244 2.486
C 0.655 -5.062 2.016
C -0.089 -1.369 2.682
C -1.206 -2.148 2.976
C -2.426 -1.555 3.281
C -2.545 -0.172 3.308
C -1.429 0.614 3.052
C -0.211 0.021 2.748
H 2.955 -1.796 -0.051
H 2.906 -3.505 0.361
H 0.532 -3.570 -0.698
H 1.923 -3.354 -1.726
H 0.500 -1.764 -2.634
H 1.507 -0.818 -1.539
H -3.930 -0.264 -1.998
H -4.705 1.408 -3.641
H -3.076 2.898 -4.762
H -0.663 2.694 -4.262
H 0.135 0.945 -2.739
H -1.567 -2.521 -3.420
H -2.674 -4.575 -4.197
H -3.943 -5.983 -2.607
H -4.101 -5.323 -0.230
H -2.956 -3.279 0.563
H 1.775 -3.793 4.946
H 0.777 -5.885 5.781
H -0.318 -7.451 4.214
H -0.381 -6.927 1.794
H 0.609 -4.845 0.955
H -1.136 -3.229 2.956
H -3.288 -2.176 3.495
H -3.500 0.289 3.527
H -1.517 1.696 3.092
H 0.647 0.641 2.506
N -0.390 2.399 0.042
C 0.596 3.476 0.262
C 0.028 4.785 0.764
C -0.027 4.792 2.275
C 1.380 4.841 2.889
N 2.073 3.544 2.934
C 1.862 2.592 3.815
N 0.936 2.736 4.773
N 2.594 1.474 3.764
C 1.441 3.659 -1.027
O 1.894 4.766 -1.295
O 1.614 2.577 -1.658
H -1.108 2.721 -0.601
H -0.851 2.118 0.902
H 1.313 3.089 0.989
H -0.973 4.945 0.351
H 0.653 5.599 0.393
H -0.573 3.911 2.639
H -0.577 5.670 2.624
H 1.340 5.252 3.900
H 2.013 5.505 2.302
H 2.738 3.316 2.187
H 0.381 3.569 4.831
H 0.780 2.007 5.446
H 3.200 1.335 2.968
H 2.362 0.682 4.336
Se 3.084 0.985 -3.348
C 2.164 1.963 -4.684
C 1.571 1.314 -5.760
C 0.943 2.078 -6.733
N 0.853 3.405 -6.687
C 1.411 4.014 -5.637
C 2.081 3.352 -4.621
H 1.590 0.234 -5.835
H 0.473 1.598 -7.586
H 1.318 5.095 -5.611
H 2.487 3.891 -3.773
S 4.228 2.088 1.535
C 3.004 1.194 0.916
N 2.111 0.547 0.527

---

[4]
C39H44N8OPRu | ωB97M-V/def2-TZVPD

Output
Frontier orbital gap (spin up / spin down) ... 7.405 / 5.843 eV
Net charge ... +2
Lowest unoccupied orbital energy (spin up / spin down) ... -5.401 / -7.331 eV
2S+1 ... 6
ΔE to the lowest compared entry with this formula, charge and spin ... 49.2 kJ/mol

Atoms and positions in Å:
Ru -0.967 0.313 0.417
C -0.048 4.012 -2.134
C 0.017 2.852 -1.355
N -1.005 2.386 -0.665
C -2.190 3.041 -0.706
C -2.360 4.188 -1.513
C -1.243 4.673 -2.223
C -3.639 4.786 -1.615
C -4.709 4.211 -0.978
C -4.550 3.097 -0.154
C -3.291 2.528 0.079
N -2.957 1.535 0.935
C -3.660 1.006 1.959
C -4.962 1.320 2.379
C -5.598 0.599 3.389
C -4.960 -0.417 4.057
C -3.597 -0.685 3.782
C -2.837 -1.601 4.538
C -1.489 -1.707 4.318
C -0.911 -0.911 3.325
N -1.612 -0.105 2.549
C -2.942 0.030 2.756
H 0.829 4.356 -2.664
H 0.924 2.268 -1.309
H -1.345 5.555 -2.843
H -3.766 5.676 -2.217
H -5.700 4.627 -1.106
H -5.439 2.670 0.277
H -5.501 2.145 1.949
H -6.615 0.860 3.651
H -5.470 -0.982 4.825
H -3.322 -2.182 5.313
H -0.873 -2.371 4.906
H 0.161 -0.912 3.167
N -2.794 -0.985 -0.754
C -2.887 -2.286 -0.173
C -4.056 -2.996 -0.119
C -4.086 -4.297 0.420
C -2.941 -4.885 0.874
C -1.726 -4.162 0.875
C -0.521 -4.683 1.392
C 0.590 -3.887 1.435
C 0.507 -2.567 0.963
N -0.589 -2.058 0.439
C -1.704 -2.839 0.375
H -2.337 -1.037 -1.659
H -3.711 -0.583 -0.897
H -4.969 -2.567 -0.518
H -5.023 -4.837 0.442
H -2.946 -5.902 1.246
H -0.501 -5.704 1.753
H 1.520 -4.253 1.846
H 1.359 -1.900 1.025
O 1.479 0.353 0.475
P 2.615 0.190 -0.496
N 2.013 0.191 -2.032
C 0.700 -0.348 -2.366
C 0.362 0.282 -3.736
C 1.655 1.004 -4.172
C 2.731 0.366 -3.293
N 3.468 -1.227 -0.318
C 3.280 -2.365 -1.240
C 4.255 -3.424 -0.726
C 4.359 -3.114 0.768
C 4.388 -1.592 0.771
N 3.723 1.420 -0.465
C 3.361 2.778 -0.911
C 4.612 3.588 -0.603
C 5.037 3.001 0.742
C 4.797 1.503 0.554
H -0.019 -0.092 -1.573
H 0.724 -1.440 -2.441
H -0.476 0.976 -3.667
H 0.094 -0.497 -4.449
H 1.585 2.069 -3.947
H 1.861 0.887 -5.234
H 3.626 0.969 -3.158
H 3.028 -0.601 -3.714
H 3.497 -2.088 -2.272
H 2.251 -2.743 -1.192
H 5.232 -3.294 -1.192
H 3.911 -4.435 -0.937
H 5.241 -3.547 1.235
H 3.475 -3.473 1.299
H 5.403 -1.253 0.543
H 4.082 -1.158 1.723
H 2.521 3.182 -0.333
H 3.099 2.785 -1.971
H 4.410 4.657 -0.563
H 5.379 3.405 -1.357
H 4.401 3.391 1.538
H 6.073 3.214 0.996
H 4.513 1.026 1.491
H 5.699 1.021 0.173

---

[5]
C39H44O23 | ωB97M-V/def2-TZVPD

Output
SMILES string ... Oc1ccc(O)cc1.Oc1ccc(O)cc1.Oc1ccc(O)cc1.Oc1ccc(O)cc1.O=C1OCCO1.O=C1OCCO1.O=C1OCCO1.O=C1OCCO1.O=C1OCCO1
Frontier orbital gap ... 8.057 eV
Lowest unoccupied orbital energy ... 0.152 eV

Atoms and positions in Å:
O -4.768 -9.235 -8.187
C -4.378 -7.937 -8.321
C -3.879 -7.246 -7.214
C -3.431 -5.939 -7.351
C -3.352 -5.450 -8.620
O -2.958 -4.190 -8.802
C -3.767 -6.077 -9.741
C -4.432 -7.250 -9.581
H -4.755 -9.766 -7.387
H -3.833 -7.788 -6.281
H -3.064 -5.388 -6.498
H -3.235 -4.025 -9.707
H -3.786 -5.561 -10.690
H -5.012 -7.724 -10.359
O -4.855 2.591 1.217
C -5.902 2.267 0.358
C -6.720 3.364 0.083
C -7.742 3.281 -0.866
C -7.978 2.068 -1.446
O -9.057 1.960 -2.301
C -7.241 0.949 -1.116
C -6.165 1.061 -0.246
H -5.152 3.007 2.029
H -6.575 4.300 0.602
H -8.311 4.180 -1.051
H -9.296 1.030 -2.309
H -7.437 -0.051 -1.473
H -5.451 0.253 -0.193
O 4.752 -10.591 3.793
C 3.890 -10.175 4.697
C 3.791 -8.837 4.874
C 2.721 -8.255 5.675
C 1.882 -9.193 6.269
O 0.983 -8.746 7.150
C 1.970 -10.561 5.982
C 3.004 -11.059 5.234
H 5.212 -9.945 3.252
H 4.538 -8.167 4.476
H 2.691 -7.192 5.862
H 1.216 -7.886 7.509
H 1.182 -11.247 6.258
H 2.828 -11.962 4.668
O -0.163 10.748 1.135
C -0.743 9.992 2.089
C -0.165 8.813 2.507
C -0.683 8.104 3.606
C -1.932 8.556 4.097
O -2.622 7.734 4.873
C -2.615 9.595 3.571
C -1.959 10.393 2.627
H -0.495 11.577 0.782
H 0.676 8.307 2.057
H -0.318 7.130 3.897
H -3.325 8.295 5.209
H -3.657 9.783 3.783
H -2.469 11.256 2.225
O 5.596 7.873 -5.441
C 5.764 8.490 -6.456
O 6.534 8.054 -7.496
C 6.445 9.046 -8.520
C 5.739 10.213 -7.955
O 5.274 9.804 -6.705
H 7.405 9.374 -8.919
H 5.871 8.606 -9.335
H 5.023 10.699 -8.618
H 6.484 10.951 -7.657
O 11.504 3.315 -4.051
C 10.785 2.299 -4.064
O 9.773 2.025 -4.936
C 8.979 0.980 -4.440
C 9.659 0.573 -3.209
O 10.673 1.497 -3.057
H 7.937 1.281 -4.324
H 9.132 0.208 -5.194
H 10.084 -0.430 -3.211
H 9.102 0.716 -2.283
O 1.101 -1.726 9.851
C 0.853 -0.851 9.085
O 1.063 -0.950 7.746
C 1.005 0.312 7.203
C 0.279 1.064 8.192
O 0.483 0.339 9.346
H 1.995 0.736 7.034
H 0.496 0.277 6.239
H -0.785 1.145 7.973
H 0.570 2.104 8.344
O 1.335 -1.370 0.267
C 1.113 -0.401 -0.468
O 0.206 -0.383 -1.410
C 0.420 0.638 -2.353
C 1.331 1.571 -1.574
O 1.870 0.696 -0.539
H 0.821 0.100 -3.212
H -0.497 1.214 -2.486
H 0.926 2.501 -1.175
H 2.129 1.833 -2.269
O -5.461 -3.353 7.735
C -4.873 -4.015 6.887
O -5.102 -5.297 6.578
C -4.350 -5.711 5.433
C -3.502 -4.505 5.128
O -4.082 -3.490 5.950
H -3.773 -6.611 5.646
H -4.990 -5.924 4.577
H -3.560 -4.214 4.079
H -2.438 -4.457 5.360

---

Number 1: electronic energy -140839.720 eV. Number 2: electronic energy -105229.058 eV. Number 3: electronic energy -184490.525 eV. Number 4: electronic energy -66986.316 eV. Number 5: electronic energy -88242.903 eV.